# 1
30
Properties=species:S:1:pos:R:3 method="wB97M-V/def2-TZVPD" homo_energy_ev=-11.326 orbital_gap_ev=11.6 lumo_ev=0.3
C -6.116 -3.453 -0.935
C -4.847 -2.786 -1.309
N -3.787 -2.299 -1.505
H -6.798 -3.615 -1.770
H -6.533 -2.723 -0.241
H -5.799 -4.385 -0.468
C 5.324 0.310 4.032
C 3.830 0.245 3.785
N 2.679 0.276 3.621
H 5.715 -0.546 4.583
H 5.527 1.276 4.495
H 5.867 0.384 3.090
C -5.809 2.853 -0.409
C -6.937 2.631 0.468
N -7.875 2.415 1.159
H -5.934 3.595 -1.198
H -5.645 1.931 -0.966
H -4.881 3.083 0.115
C 6.816 -2.083 -1.795
C 6.732 -2.624 -3.171
N 6.686 -3.077 -4.287
H 6.620 -1.017 -1.912
H 7.851 -2.152 -1.461
H 6.155 -2.636 -1.128
C -0.209 2.481 -0.257
C 1.057 2.270 -0.863
N 2.065 2.092 -1.397
H -0.664 1.554 0.090
H -0.921 2.870 -0.985
H -0.169 3.129 0.619

# 2
27
Properties=species:S:1:pos:R:3 method="wB97M-V/def2-TZVPD" homo_energy_ev=-8.362 orbital_gap_ev=9.2 lumo_ev=0.9
C -0.312 -2.117 0.047
C 1.058 -1.805 0.024
C 3.944 -0.882 -0.073
C -0.715 0.383 0.120
C 0.791 0.608 -0.553
C -1.311 -1.043 0.123
C 1.629 -0.608 -0.072
C -1.681 1.305 -0.698
C 1.433 1.886 -0.269
C -2.729 -1.283 0.709
N 2.882 -0.340 0.391
O -1.165 -1.762 -1.011
H -0.471 -3.141 0.480
H 1.675 -2.710 0.468
H 4.942 -0.769 0.427
H 4.009 -1.499 -0.939
H -0.681 0.656 1.100
H 0.695 0.469 -1.574
H -2.688 1.193 -0.312
H -1.685 1.011 -1.721
H -1.565 2.355 -0.690
H 1.950 2.220 -1.115
H 2.224 1.725 0.400
H 0.951 2.795 0.113
H -3.454 -0.984 -0.008
H -2.989 -0.765 1.585
H -2.794 -2.439 0.657

# 3
31
Properties=species:S:1:pos:R:3 method="wB97M-V/def2-TZVPD" homo_energy_ev=-8.581 orbital_gap_ev=9.2 lumo_ev=0.6
C -4.107 -3.701 -0.226
H -3.545 -4.070 -1.093
O -3.452 -2.618 0.385
C -3.291 -1.517 -0.475
C -2.579 -0.407 0.293
N -2.269 0.704 -0.578
S -1.280 1.870 0.130
O -1.613 2.043 1.517
O -1.331 3.011 -0.735
C 0.298 1.060 -0.003
C 0.922 0.575 1.128
C 2.135 -0.083 1.017
C 2.714 -0.249 -0.237
C 2.070 0.248 -1.374
C 0.863 0.902 -1.256
H 0.348 1.304 -2.114
H 2.536 0.113 -2.338
S 4.246 -1.067 -0.512
C 4.808 -1.535 1.150
H 4.942 -0.646 1.760
H 4.104 -2.226 1.602
H 5.765 -2.027 1.005
H 2.614 -0.457 1.907
H 0.451 0.726 2.087
H -3.089 1.146 -0.971
H -1.628 -0.791 0.670
H -3.185 -0.104 1.155
H -4.273 -1.162 -0.829
H -2.693 -1.797 -1.356
H -4.175 -4.485 0.525
H -5.116 -3.422 -0.555

# 4
26
Properties=species:S:1:pos:R:3 method="wB97M-V/def2-TZVPD" homo_energy_ev="-6.958 / -8.328" orbital_gap_ev="6.1 / 7.9" lumo_ev="-0.9 / -0.5"
C 4.354 -1.326 -0.130
C 3.214 -2.140 -0.232
C 4.088 0.065 -0.057
C 1.904 -1.629 -0.099
C 2.834 0.600 0.046
C 1.629 -0.258 0.146
C -0.612 2.123 -1.022
C -4.001 -0.896 0.414
C 0.044 1.723 0.395
C 0.404 0.260 0.416
P -2.620 -1.806 -0.382
H 5.418 -1.549 -0.142
H 3.442 -3.142 -0.341
H 5.034 0.573 -0.056
H 0.973 -2.145 -0.126
H 2.898 1.707 0.146
H -1.499 1.546 -1.017
H -0.061 1.783 -1.911
H -0.763 3.236 -1.251
H -3.792 -0.627 1.367
H -4.966 -1.382 0.141
H -4.259 0.137 -0.018
H -0.717 1.895 1.291
H 0.768 2.456 0.333
H -0.309 -0.531 0.547
H -2.168 -2.426 0.756

# 5
30
Properties=species:S:1:pos:R:3 method="wB97M-V/def2-TZVPD" homo_energy_ev=-3.562 charge=-1 orbital_gap_ev=6.0 lumo_ev=2.5
Sn 1.212 0.138 -1.300
C -1.109 -0.170 -0.418
C -0.315 -1.069 0.375
C 0.326 -0.295 1.367
C -0.090 1.046 1.234
C -0.988 1.129 0.156
C -1.656 2.353 -0.392
C 0.430 2.171 2.076
C 1.293 -0.802 2.396
C -0.289 -2.561 0.248
C -2.113 -0.557 -1.465
H -2.718 2.397 -0.127
H -1.598 2.379 -1.483
H -1.190 3.266 -0.019
H 0.024 2.140 3.093
H 0.174 3.144 1.655
H 1.519 2.124 2.163
H 1.051 -0.410 3.388
H 2.326 -0.513 2.176
H 1.269 -1.890 2.456
H -1.031 -3.025 0.908
H 0.688 -2.969 0.510
H -0.509 -2.880 -0.772
H -3.124 -0.628 -1.050
H -1.870 -1.520 -1.915
H -2.147 0.175 -2.276
Se 0.549 -0.268 -4.003
Te 2.882 0.135 -4.814
Te 4.348 -0.814 -2.649
Se 2.657 -2.227 -1.519

# 6
26
Properties=species:S:1:pos:R:3 method="wB97M-V/def2-TZVPD" s_squared=0.762 homo_energy_ev="0.674 / -3.385" charge=-1 orbital_gap_ev="3.3 / 7.2" lumo_ev="3.9 / 3.9" multiplicity=2
C -0.173 2.603 -0.984
C -1.593 2.179 -0.567
H 0.559 2.440 -0.181
H 0.277 2.065 -1.868
H -0.123 3.671 -0.897
H -1.423 1.830 0.427
H -2.280 2.981 -0.469
H -2.080 1.578 -1.233
C -1.160 -1.412 0.867
C -1.136 -1.812 2.419
C 0.143 -1.149 0.262
C 1.196 -0.589 0.983
C 0.147 -1.410 -1.082
C 2.271 -0.105 0.138
C 1.241 -0.943 -1.926
C 2.206 -0.144 -1.284
H -1.500 -2.428 0.413
H -1.746 -0.557 0.581
H -2.005 -1.998 2.931
H 1.379 -0.204 1.988
H -0.469 -2.165 -1.613
H 3.236 0.177 0.684
H 1.342 -1.080 -2.970
H 2.828 0.445 -2.040
H -0.409 -1.182 2.967
H -0.727 -2.792 2.451

In the order shown, the computed relative energy (zero: lowest compared OMol25 entry of this formula, charge and spin) values come out to 46.58; 100.56; 0.00; 66.51; 3.64; 53.41 kcal/mol.
In the order shown, the computed strongest force on any atom values come out to 6.15; 5.07; 0.83; 4.66; 0.31; 4.12 eV/A.